A cluster of 2 separate species, C8H12N5S in total in a non-equilibrium geometry, computed with wB97M-V/def2-TZVPD.

Values from the calculation:
HOMO in hartree: -0.4620
E_LUMO in eV: -4.8898
Net charge: +1
Gap between HOMO and LUMO in eV: 7.68

XYZ file:
```
26
C8H12N5S | the OMol25 dataset | wB97M-V/def2-TZVPD
C -2.998 -0.282 1.578
C -3.947 0.394 0.854
C -1.870 -0.073 -0.299
C 3.538 1.187 -0.748
C 2.893 1.580 0.181
C 0.931 -1.801 -0.292
C -0.753 -0.073 -1.218
C 2.025 2.008 1.255
N -1.862 -0.529 0.922
N 1.996 -2.214 -0.836
N 0.389 -0.721 -1.058
N 0.284 -2.213 0.804
N -0.849 0.723 -2.286
S -3.385 0.723 -0.714
H -3.102 -0.613 2.595
H -4.921 0.711 1.169
H 4.175 0.879 -1.522
H 1.521 1.150 1.705
H 1.274 2.707 0.883
H 2.618 2.506 2.019
H 2.478 -2.980 -0.386
H 1.116 -0.530 -1.752
H 0.687 -2.955 1.350
H -0.508 -1.695 1.168
H -1.651 1.314 -2.434
H -0.082 0.798 -2.937
```